# 1
Here is one molecule with the formula C2H2N2OS from the OMol25 dataset. Energies are from ωB97M-V/def2-TZVPD.

```
8
Properties=species:S:1:pos:R:3:forces:R:3:lowdin_charge:R:1
C -0.1779 0.0191 0.0225 -0.095 0.202 -0.321 -0.83
C -1.6444 -0.1340 0.0144 -0.216 -1.128 0.005 -0.20
H 2.2748 -0.3203 0.1107 -0.541 0.550 -0.012 0.05
H 0.1617 -2.0585 -0.0062 -0.423 0.252 0.027 0.17
N 0.5143 -1.1131 -0.0227 0.235 -0.773 0.199 -0.06
N -2.7618 -0.4432 -0.0047 1.283 0.668 0.039 0.17
O 1.8911 -1.2045 -0.0018 -0.293 -0.252 -0.098 0.00
S 0.5688 1.4749 -0.0075 0.049 0.482 0.161 0.71
```
Positions in Å, forces in eV/Å.

Summary:
- LUMO: -0.587 eV
- Multiplicity: 1
- E_tot: -17966.802 eV
- Frontier orbital gap: 9.03 eV
- F_max: 0.02814 hartree/bohr
- ΔE to the lowest compared entry with this formula, charge and spin: 209.8 kJ/mol

=====

# 2
Here is a 7-piece molecular cluster, C34H67NO26S8 overall from the OMol25 dataset. Energies are from ωB97M-V/def2-TZVPD.

```
136
Properties=species:S:1:pos:R:3:forces:R:3:lowdin_charge:R:1
C -8.4321 0.0762 -0.6303 0.237 0.062 -0.409 -0.12
C -7.8161 0.4150 -1.9921 0.377 -0.916 0.359 -0.26
C -6.8866 -0.7360 -2.4705 0.196 1.123 -0.471 -0.21
C -5.5090 -0.2025 -2.9317 -0.077 -1.190 0.146 -0.20
C -4.8480 -1.1136 -4.0021 0.352 0.463 0.692 -0.21
C -3.3986 -1.4277 -3.6108 0.175 0.567 -0.702 -0.22
C -2.5670 -2.0060 -4.7863 -0.785 -0.067 0.484 -0.20
C -1.9848 -3.3836 -4.5238 0.323 -0.079 -0.151 -0.21
N -1.1801 -3.4910 -3.2812 0.522 0.212 -0.473 -0.21
C -0.3925 -4.7542 -3.2318 -0.943 -0.326 0.039 -0.19
C -0.6502 -5.5657 -1.9505 0.568 -0.497 -0.250 -0.16
C 0.4903 -5.5909 -0.9079 -0.648 0.587 0.448 -0.19
C 1.3038 -4.3052 -0.7734 0.919 -0.596 0.780 -0.23
C 2.6257 -4.5595 0.0039 -0.714 0.562 -1.444 -0.21
C 3.4648 -3.2743 -0.0402 -0.194 -0.320 0.837 -0.19
C 3.1004 -2.2935 1.0975 0.244 0.283 -0.384 -0.24
C 2.9197 -0.8504 0.6099 -0.124 0.061 0.253 -0.11
C -0.3639 -2.3591 -3.0143 -0.158 0.177 0.445 -1.07
S -0.5386 -1.5435 -1.6219 0.082 -0.013 0.016 0.79
S 0.8063 -1.9714 -4.2693 0.057 -0.245 -0.095 0.96
C 1.9769 -0.8230 -3.5258 0.113 0.439 -0.062 -0.48
C 1.4303 0.5465 -3.1063 0.085 -0.113 0.300 -0.30
C 2.4095 1.6907 -3.3738 -0.162 0.025 0.585 -0.16
C 1.8139 3.0071 -2.8629 -0.473 -0.261 -0.185 -0.16
O 2.5906 3.5077 -1.7546 -0.321 -0.002 -0.252 0.00
C 1.9188 3.6475 -0.6148 0.213 0.013 0.860 -0.36
O 2.4578 3.6969 0.4555 0.119 0.113 -0.009 0.08
H -9.0238 -0.8376 -0.7043 -0.190 0.108 0.090 0.07
H -7.6167 -0.1298 0.0660 -0.077 0.087 0.123 0.07
H -9.0274 0.9027 -0.2430 -0.134 -0.132 0.076 0.06
H -7.2030 1.3095 -1.8799 -0.196 0.172 -0.130 0.09
H -8.5766 0.5629 -2.7593 -0.065 0.339 0.121 0.10
H -7.3302 -1.2407 -3.3305 -0.204 -0.196 0.202 0.10
H -6.7330 -1.4473 -1.6587 -0.065 -0.185 -0.125 0.11
H -5.5751 0.8236 -3.2920 -0.064 0.014 -0.004 0.10
H -4.8577 -0.2177 -2.0541 0.023 0.364 0.000 0.10
H -5.4134 -2.0397 -4.1222 -0.054 0.028 -0.162 0.11
H -4.8286 -0.5609 -4.9449 -0.122 -0.281 -0.177 0.11
H -2.9558 -0.4588 -3.3610 0.071 -0.102 0.276 0.10
H -3.3409 -2.0411 -2.7113 -0.063 -0.086 -0.043 0.10
H -3.2493 -2.1184 -5.6300 0.110 -0.054 -0.095 0.09
H -1.8263 -1.2741 -5.1046 0.198 -0.185 0.001 0.09
H -1.3933 -3.7190 -5.3846 -0.007 0.156 -0.068 0.10
H -2.8070 -4.0993 -4.4308 0.022 -0.001 0.158 0.13
H -0.7558 -5.3507 -4.0715 0.083 0.029 -0.045 0.11
H 0.6678 -4.5816 -3.4176 0.012 0.049 0.048 0.09
H -1.6018 -5.2625 -1.5162 0.093 0.278 0.038 0.11
H -0.8013 -6.6021 -2.2705 -0.060 0.000 0.081 0.10
H 0.0189 -5.7527 0.0672 0.092 -0.195 0.002 0.11
H 1.1532 -6.4485 -1.0416 0.054 0.077 -0.323 0.11
H 0.7686 -3.5610 -0.1818 -0.286 0.152 -0.433 0.08
H 1.6092 -3.8905 -1.7349 -0.304 0.115 -0.066 0.08
H 2.3378 -4.8389 1.0070 0.365 -0.141 0.122 0.06
H 3.1289 -5.3714 -0.5284 0.178 -0.118 0.349 0.12
H 3.3034 -2.7788 -1.0009 0.134 -0.088 -0.080 0.08
H 4.5233 -3.5291 0.0491 0.038 0.119 -0.169 0.10
H 2.1851 -2.6043 1.6044 0.043 -0.108 0.022 0.11
H 3.9046 -2.3175 1.8354 -0.117 -0.026 0.126 0.10
H 1.9054 -0.6895 0.2333 0.043 -0.072 -0.141 0.04
H 3.6186 -0.5915 -0.1888 0.067 -0.024 0.047 0.07
H 3.0731 -0.1439 1.4294 -0.005 0.051 -0.049 0.06
H 2.7243 -0.6613 -4.3084 -0.112 -0.204 -0.153 0.07
H 2.5135 -1.3131 -2.7115 -0.203 -0.033 0.110 0.06
H 0.4451 0.7368 -3.5383 0.093 -0.016 -0.235 0.11
H 1.2604 0.5124 -2.0286 -0.083 0.076 -0.036 0.06
H 3.2841 1.5037 -2.7456 0.231 0.023 -0.320 0.12
H 2.7189 1.7577 -4.4164 -0.019 -0.013 -0.015 0.12
H 1.6962 3.7606 -3.6408 0.411 0.176 0.120 0.13
H 0.8061 2.8025 -2.4913 -0.038 0.057 -0.050 0.11
H 0.8218 3.7155 -0.6728 0.011 -0.049 -0.514 0.14
C 2.2511 3.9151 3.7605 -0.299 0.084 -0.298 -0.17
C 3.1502 5.1262 3.7741 0.467 -0.054 -0.100 -0.16
O 2.6230 5.9491 4.8275 -0.330 -0.143 -0.221 -0.20
S 2.0222 5.0128 5.9874 -0.013 0.186 -0.353 0.59
O 2.9864 4.8884 7.0099 0.261 0.346 0.015 -0.23
O 0.7010 5.4594 6.2549 0.030 0.006 0.107 -0.22
O 1.9699 3.6535 5.1442 0.221 0.132 0.124 -0.18
H 1.3108 4.1337 3.2508 0.066 0.023 -0.017 0.11
H 2.7194 3.0501 3.3002 0.010 -0.089 0.179 0.13
H 3.1319 5.6610 2.8283 -0.146 0.174 0.103 0.12
H 4.1790 4.8635 4.0295 -0.016 -0.056 -0.022 0.14
C 1.8050 2.0895 11.5020 -0.339 0.180 0.040 -0.16
C 1.2935 0.7780 10.9424 0.263 -0.245 0.190 -0.17
O 1.3331 0.9633 9.5241 -0.063 0.291 0.004 -0.19
S 2.5664 1.9144 9.1318 -0.087 -0.060 0.146 0.62
O 3.6687 1.1093 8.7435 0.051 0.089 -0.044 -0.21
O 2.0909 2.9653 8.3124 -0.228 -0.588 0.210 -0.22
O 2.8534 2.4744 10.6061 0.070 -0.245 -0.010 -0.18
H 1.0336 2.8618 11.4842 -0.020 -0.028 0.005 0.13
H 2.1975 1.9908 12.5105 0.195 0.030 -0.077 0.13
H 0.2801 0.5495 11.2599 -0.072 0.045 -0.207 0.13
H 1.9539 -0.0524 11.2021 -0.008 0.017 0.042 0.13
C -1.1040 2.7370 2.3768 0.194 -0.180 0.257 -0.16
C -0.7098 1.8656 1.2019 0.064 0.258 -0.272 -0.17
O -1.6920 0.8246 1.1888 0.008 -0.042 0.282 -0.20
S -3.0976 1.3962 1.6977 0.196 0.104 -0.016 0.59
O -3.9004 1.7346 0.5776 -0.118 -0.008 0.062 -0.22
O -3.5793 0.5504 2.7267 -0.084 -0.088 -0.082 -0.21
O -2.5376 2.7532 2.3378 0.021 0.007 -0.247 -0.18
H -0.7874 2.2988 3.3255 0.026 -0.001 -0.009 0.14
H -0.7191 3.7507 2.2986 -0.231 0.064 -0.060 0.13
H 0.2855 1.4401 1.3051 -0.090 -0.191 0.021 0.13
H -0.7796 2.4110 0.2572 0.005 0.018 0.036 0.12
C -3.7422 -0.9611 -9.7428 0.245 0.304 -0.011 -0.16
C -3.0580 -1.7930 -10.8081 -0.342 -0.150 -0.177 -0.16
O -2.1553 -2.6296 -10.0727 0.063 0.230 0.165 -0.18
S -2.7885 -2.9887 -8.6474 -0.065 0.096 -0.160 0.60
O -3.4107 -4.2606 -8.7132 -0.003 -0.023 0.139 -0.21
O -1.8354 -2.6828 -7.6441 0.135 -0.133 -0.161 -0.22
O -3.9330 -1.8697 -8.6513 -0.050 -0.173 -0.155 -0.19
H -3.1058 -0.1416 -9.4032 0.007 -0.001 -0.028 0.13
H -4.7005 -0.5661 -10.0682 -0.099 -0.139 0.134 0.14
H -2.5073 -1.1915 -11.5254 0.197 -0.074 0.093 0.14
H -3.7684 -2.4322 -11.3362 -0.021 0.037 -0.003 0.13
C 5.1015 -7.2757 4.4190 0.188 -0.294 -0.143 -0.16
C 5.6719 -6.1901 3.5298 0.011 0.310 0.282 -0.16
O 4.7743 -6.1450 2.4127 -0.001 -0.275 -0.039 -0.19
S 3.2886 -6.4891 2.8965 0.272 -0.087 0.367 0.59
O 2.5818 -5.2832 3.1358 -0.193 -0.108 0.111 -0.22
O 2.7757 -7.5167 2.0678 -0.114 0.149 -0.135 -0.21
O 3.6824 -7.1041 4.3230 0.098 0.198 -0.014 -0.19
H 5.3557 -8.2714 4.0504 0.030 0.016 -0.007 0.13
H 5.4173 -7.1796 5.4541 -0.198 0.061 0.053 0.14
H 6.6794 -6.4092 3.1883 -0.082 -0.038 -0.214 0.14
H 5.6570 -5.2168 4.0243 0.015 -0.022 0.032 0.13
C 2.1906 10.4263 2.7243 -0.194 0.337 0.023 -0.16
C 1.1864 9.6801 3.5788 0.313 -0.266 0.254 -0.15
O 0.2917 9.0868 2.6252 -0.011 0.289 -0.185 -0.18
S 1.0909 8.7039 1.2984 0.029 0.083 0.305 0.59
O 1.4454 7.3296 1.3549 0.052 -0.097 -0.214 -0.23
O 0.4050 9.2463 0.1838 -0.066 -0.145 -0.051 -0.21
O 2.4033 9.5679 1.5934 -0.010 -0.176 0.157 -0.19
H 1.7879 11.3752 2.3653 -0.010 -0.005 0.019 0.13
H 3.1314 10.6017 3.2384 0.096 -0.155 -0.129 0.14
H 0.6354 10.3308 4.2512 -0.194 -0.028 -0.136 0.14
H 1.6590 8.8793 4.1516 0.014 0.022 0.008 0.13
```
Positions in Å, forces in eV/Å.

Summary:
- LUMO: 0.234 eV
- Multiplicity: 1
- E_tot: -177744.732 eV
- Frontier orbital gap: 8.36 eV
- F_max: 0.03318 hartree/bohr

=====

# 3
Here is CrH18O9 as an isolated structure from the OMol25 dataset. Energies are from ωB97M-V/def2-TZVPD.

```
28
Properties=species:S:1:pos:R:3:forces:R:3:mulliken_spin:R:1
Cr 23.2212 21.6563 9.4243 0.483 0.513 -0.153 2.92
O 21.4500 21.5149 8.5073 -0.308 0.022 -0.387 0.01
H 20.6823 22.1076 8.6315 0.371 0.199 0.094 0.00
H 21.2083 20.7980 7.8916 0.109 0.033 0.262 0.00
O 23.0787 23.6545 8.7163 0.245 -0.017 0.491 -0.01
H 22.9458 24.0966 7.8592 0.024 -0.366 0.004 0.01
H 23.4784 24.3093 9.3087 -0.170 0.044 -0.115 0.00
O 25.9553 23.1985 9.2488 0.122 0.011 0.085 0.00
H 26.1115 24.0295 8.7720 0.031 -0.128 0.027 0.00
H 26.8476 22.9494 9.5403 -0.079 0.126 -0.046 0.00
O 24.1657 21.5110 7.6288 -0.020 -0.466 -0.348 -0.01
H 23.8197 21.3460 6.7333 -0.005 0.074 0.212 0.01
H 25.1316 21.3710 7.6057 -0.168 0.186 0.142 0.00
O 24.9021 20.5545 10.1368 0.046 -0.041 -0.095 0.01
H 25.1370 19.6267 9.9495 -0.184 0.185 -0.180 0.00
H 25.5872 20.9167 10.7213 -0.156 -0.002 -0.023 0.00
O 23.0491 19.0662 8.4921 -0.227 -0.031 -0.133 0.01
H 22.5111 18.3265 8.8204 0.102 0.059 -0.069 0.00
H 23.3047 18.7758 7.6016 0.089 -0.077 0.177 0.00
O 20.8514 23.4496 10.5560 -0.423 -0.333 -0.100 0.00
H 19.9517 23.1639 10.7823 0.100 0.160 0.160 0.00
H 20.8025 24.4095 10.6847 0.071 -0.091 -0.038 0.00
O 22.3074 20.4967 10.8448 -0.085 -0.364 0.306 0.00
H 21.3683 20.5300 11.1046 0.147 0.082 -0.182 0.00
H 22.6610 19.6443 11.1569 0.031 0.249 0.019 0.00
O 23.7362 22.7087 11.1487 -0.057 0.058 0.331 0.01
H 24.4360 23.3761 11.2766 -0.023 -0.187 -0.220 0.00
H 23.3653 22.4949 12.0244 -0.063 0.103 -0.219 0.00
```
Positions in Å, forces in eV/Å.

Summary:
- LUMO (spin up / spin down): -14.146 / -12.771 eV
- Net charge: +3
- Multiplicity: 4
- E_tot: -47113.652 eV
- Frontier orbital gap (spin up / spin down): 8.00 / 9.37 eV
- F_max: 0.01402 hartree/bohr
- ΔE to the lowest compared entry with this formula, charge and spin: 7.2 kJ/mol

=====

# 4
Here is one molecule with the formula C8H8O2 from the OMol25 dataset. Energies are from ωB97M-V/def2-TZVPD.

```
18
Properties=species:S:1:pos:R:3:forces:R:3:lowdin_charge:R:1
C -1.5465 0.5765 0.8277 2.034 0.624 -0.810 0.18
C -1.2694 0.3039 -0.4860 -2.678 -0.290 1.870 -0.12
C -2.5417 -0.1127 0.1055 -0.680 -0.469 -0.845 -0.39
C 0.8098 -1.0433 0.8238 1.026 -1.294 1.187 -0.21
C 0.5776 -1.2018 -0.6487 -1.399 -1.682 -2.246 -0.15
C 0.9246 0.4085 1.0058 0.026 -0.403 -1.702 0.04
C -0.0095 0.1453 -1.1274 0.813 0.629 -2.267 -0.22
C 0.8844 1.1755 -0.2794 0.345 -1.725 0.566 -0.36
O -3.5940 -0.6615 0.0108 0.124 -0.014 -0.033 0.11
O 0.3924 2.4292 -0.0889 -0.831 0.712 0.305 0.00
H 0.0805 -1.3167 1.6018 -0.262 -0.561 -0.858 0.13
H 1.6665 -1.7392 1.0449 -0.217 1.137 0.300 0.14
H 1.5984 -1.4270 -1.1318 -1.786 0.270 0.343 0.15
H -0.2508 -1.9718 -0.9373 1.979 0.776 0.484 0.16
H 0.8979 0.7576 1.9809 0.345 1.338 1.443 0.10
H -0.0070 0.3210 -2.2814 0.173 -0.311 2.144 0.18
H 1.7694 1.0916 -0.9447 0.126 0.671 0.894 0.18
H -0.3825 2.2648 0.5243 0.860 0.590 -0.775 0.10
```
Positions in Å, forces in eV/Å.

Summary:
- LUMO (spin up / spin down): -1.588 / -0.753 eV
- Multiplicity: 1
- E_tot: -12513.842 eV
- Frontier orbital gap (spin up / spin down): 6.65 / 7.80 eV
- F_max: 0.06377 hartree/bohr
- ΔE to the lowest compared entry with this formula, charge and spin: 545.1 kJ/mol

=====

Which formula does entry 2 have?
C34H67NO26S8

=====

Among the records above, which one has the highest E_tot?
C8H8O2

=====

What is the multiplicity in the second record?
1

=====

The highest multiplicity belongs to which entry?
CrH18O9